Density functional theory data (the ωB97M-V functional and the def2-TZVPD basis) for C45H60BiI4N4O2Sb2 as an isolated structure.

```
118
C45H60BiI4N4O2Sb2 (the ωB97M-V functional and the def2-TZVPD basis)
Bi 0.09 -0.25 -0.80
I 0.12 -3.09 2.44
C -1.45 -1.98 3.32
I -1.56 0.00 2.60
H -1.27 -1.94 4.39
H -2.39 -2.47 3.10
C -2.02 -0.51 -4.83
C -2.57 -1.86 -4.41
C -3.44 -1.80 -3.16
Sb -2.53 -1.87 -1.22
C -4.28 -1.72 -0.08
C -5.12 -2.83 -0.03
C -6.35 -2.73 0.60
C -6.74 -1.53 1.18
C -5.91 -0.42 1.11
C -4.68 -0.51 0.48
C -2.01 -3.91 -1.06
C -2.24 -4.57 0.15
C -1.91 -5.91 0.30
C -1.34 -6.60 -0.76
C -1.10 -5.96 -1.96
C -1.43 -4.62 -2.11
Sb -0.61 0.58 -3.63
C -1.62 2.41 -3.54
C -2.88 2.46 -2.94
C -3.61 3.64 -2.97
C -3.07 4.76 -3.59
C -1.82 4.71 -4.17
C -1.08 3.53 -4.15
C 1.00 0.87 -4.93
C 0.69 1.31 -6.22
C 1.72 1.55 -7.13
C 3.04 1.35 -6.75
C 3.34 0.91 -5.47
C 2.33 0.67 -4.56
H -2.82 0.22 -4.95
H -1.49 -0.58 -5.79
H -1.77 -2.59 -4.33
H -3.19 -2.21 -5.23
H -4.12 -2.65 -3.10
H -4.07 -0.90 -3.17
H -4.83 -3.78 -0.48
H -7.00 -3.59 0.64
H -7.70 -1.46 1.67
H -6.23 0.52 1.55
H -4.04 0.36 0.43
H -2.71 -4.05 0.98
H -2.11 -6.41 1.23
H -1.09 -7.65 -0.64
H -0.67 -6.50 -2.80
H -1.26 -4.15 -3.08
H -3.31 1.58 -2.46
H -4.59 3.68 -2.52
H -3.64 5.68 -3.62
H -1.40 5.59 -4.65
H -0.09 3.52 -4.59
H -0.33 1.48 -6.53
H 1.48 1.89 -8.13
H 3.83 1.53 -7.47
H 4.38 0.75 -5.19
H 2.58 0.35 -3.56
N 1.00 -2.35 -1.48
C 2.21 -2.38 -2.35
C 3.24 -3.38 -1.87
C 4.12 -2.87 -0.73
C 3.43 -2.49 0.57
N 2.73 -1.18 0.46
H 1.27 -2.65 -0.54
H 0.32 -3.05 -1.79
H 2.64 -1.38 -2.39
H 1.86 -2.62 -3.36
H 3.88 -3.64 -2.71
H 2.74 -4.31 -1.59
H 4.71 -2.01 -1.08
H 4.86 -3.64 -0.50
H 4.16 -2.47 1.37
H 2.70 -3.26 0.85
H 3.40 -0.49 0.14
H 2.48 -0.88 1.40
I 2.04 0.61 3.97
I 3.46 2.02 5.71
C -2.24 3.38 1.20
C -1.34 3.03 0.05
C -0.56 4.13 -0.58
O -1.22 1.85 -0.29
H -2.63 4.39 1.12
H -1.65 3.32 2.12
H -3.06 2.66 1.27
H -1.17 5.03 -0.67
H -0.17 3.85 -1.55
H 0.27 4.38 0.09
C 6.21 5.46 -3.39
C 5.40 4.25 -3.81
N 4.01 4.57 -4.14
C 3.77 5.30 -5.40
C 3.27 6.72 -5.17
C 2.92 4.13 -3.49
O 1.78 4.24 -3.93
C 3.04 3.45 -2.14
C 3.89 3.78 -1.09
C 3.76 3.11 0.12
C 2.81 2.11 0.23
N 1.98 1.78 -0.77
C 2.10 2.46 -1.91
H 7.23 5.17 -3.15
H 5.78 5.96 -2.53
H 6.26 6.19 -4.20
H 5.42 3.47 -3.05
H 5.84 3.80 -4.70
H 3.06 4.73 -5.99
H 4.73 5.31 -5.93
H 2.32 6.71 -4.65
H 3.14 7.22 -6.13
H 3.99 7.30 -4.59
H 4.62 4.57 -1.20
H 4.38 3.36 0.97
H 2.68 1.59 1.17
H 1.39 2.26 -2.70
```

Charge   +3
Lowest unoccupied orbital energy   -0.303 Ha
Spin multiplicity   1
F_max   0.27 eV Å⁻¹
M   1649.1 g/mol
Kohn-Sham gap   6.712 eV

These are the Mulliken partial charges, in e, on atoms 1 to 8: 1.23, 0.19, -0.87, 0.06, 0.55, 0.43, -1.39, -0.36